[1]
Here is a 2-piece molecular cluster, C4H12 overall at a distorted geometry from the Open Molecules 2025 dataset. Energies are from wB97M-V/def2-TZVPD.

XYZ file:
```
16
Properties=species:S:1:pos:R:3:forces:R:3:nbo_charge:R:1
C -2.386 -0.700 0.170 0.03 -1.31 -0.05 -0.619
C -1.831 -0.096 1.464 -0.66 0.64 -0.14 -0.618
H -1.609 -1.094 -0.496 -0.03 0.47 -0.02 0.206
H -2.972 -1.604 0.389 0.05 0.21 0.12 0.204
H -3.075 -0.071 -0.388 0.27 0.31 -0.01 0.208
H -2.183 0.930 1.554 -0.05 0.14 0.10 0.205
H -0.753 -0.016 1.530 0.19 -0.35 -0.12 0.209
H -2.224 -0.620 2.332 0.20 -0.09 0.12 0.206
C 2.303 0.221 -1.535 0.81 0.75 0.16 -0.606
C 1.930 0.580 -0.099 -0.35 0.21 -0.40 -0.605
H 2.806 -0.730 -1.525 -0.18 -0.73 -0.26 0.202
H 1.472 0.259 -2.233 -0.13 -0.31 0.11 0.205
H 3.074 0.883 -1.943 -0.20 0.26 0.13 0.199
H 2.804 0.754 0.528 0.03 -0.42 0.07 0.205
H 1.276 -0.199 0.292 0.23 -0.02 0.34 0.200
H 1.366 1.503 -0.041 -0.21 0.26 -0.14 0.200
```
Forces are in eV/Å.

Properties
HOMO: -11.7 eV
SMILES: CC.CC
Relative energy (zero: lowest compared OMol25 entry of this formula, charge and spin): 25.16 kJ/mol
Total energy: -4342.268 eV
Gap between HOMO and LUMO: 0.474 Ha

[2]
Here is a 2-piece molecular cluster, C32H56BF2IN4O5P overall at a distorted geometry from the Open Molecules 2025 dataset. Energies are from wB97M-V/def2-TZVPD.

XYZ file:
```
102
Properties=species:S:1:pos:R:3:forces:R:3:lowdin_charge:R:1
C -3.521 4.421 -2.691 0.30 -0.18 -0.36 0.207
C -2.604 3.806 -2.218 -0.64 -0.21 0.44 -0.088
C -1.614 3.048 -1.429 1.26 0.96 0.00 -0.295
C -0.509 4.107 -1.102 0.65 -0.12 -0.24 -0.135
C 0.730 3.693 -0.296 0.29 -0.12 -0.22 -0.183
C 1.840 2.927 -1.063 0.37 0.31 0.58 -0.174
C 2.607 1.947 -0.138 -0.29 -0.22 -0.56 -0.189
C 2.818 0.523 -0.708 0.05 0.12 1.10 -0.191
C 2.695 -0.511 0.425 0.45 -0.24 -0.04 -0.212
C 2.621 -1.975 -0.042 -0.45 0.34 0.31 -0.191
C 1.185 -2.492 -0.097 0.15 -0.61 0.06 -0.217
C 1.068 -3.917 -0.667 -0.06 0.18 -0.46 -0.194
C -0.111 -4.078 -1.621 -0.26 -0.63 0.26 -0.207
C -1.472 -3.850 -0.947 -0.11 0.39 -0.68 -0.173
C -2.649 -4.591 -1.612 -0.16 -0.20 0.35 -0.222
O -3.423 -5.324 -0.679 -0.09 -0.09 -0.18 -0.192
C -2.774 -6.496 -0.223 0.04 0.08 0.09 -0.099
N -0.973 2.074 -2.408 -2.35 -1.25 -0.27 0.207
B -1.436 2.184 -3.858 0.23 0.26 -0.85 -0.648
N -2.502 1.380 -4.446 0.15 0.38 0.16 0.181
O -0.685 3.068 -4.571 -0.30 0.20 0.66 0.206
C -0.676 0.885 -1.961 0.66 0.62 0.77 -0.331
N -0.573 -0.213 -2.790 1.13 0.08 -0.25 0.194
N -0.381 0.789 -0.634 -0.99 -0.87 -0.71 0.226
C -1.503 1.070 0.272 0.07 0.36 0.25 -0.388
F -0.925 1.307 1.508 0.12 0.07 -0.10 -0.004
C -2.263 -0.254 0.449 0.42 -0.58 0.61 -0.144
O -3.088 -0.246 1.575 -0.22 0.23 -0.31 -0.177
C -3.160 -1.526 2.198 0.05 -0.24 -0.06 -0.143
C -2.011 -1.744 3.169 0.35 -0.25 0.36 -0.183
O -2.307 -2.839 4.018 -0.05 0.09 -0.28 -0.136
C -1.696 -4.054 3.616 0.20 -0.40 0.45 -0.264
C -0.263 -4.187 4.134 -0.12 0.47 -0.56 -0.063
C -2.299 2.316 -0.204 -0.54 0.24 0.59 -0.352
C -3.797 2.000 -0.398 -0.13 -0.46 -0.66 -0.246
C -4.226 1.157 -1.623 -0.30 0.09 0.28 -0.060
P -2.205 3.615 1.270 0.54 0.46 0.09 0.626
O -3.079 4.842 0.627 0.11 -0.42 -0.20 -0.374
I -3.678 2.770 3.027 -0.13 -0.05 -0.10 0.570
H -4.313 4.914 -3.209 0.04 0.13 0.11 0.074
H -0.949 5.007 -0.679 -0.28 -0.18 0.15 0.106
H -0.146 4.423 -2.087 -0.08 0.03 -0.02 0.133
H 1.172 4.630 0.047 -0.07 -0.01 0.12 0.123
H 0.498 3.139 0.611 -0.31 0.02 -0.02 0.067
H 2.575 3.665 -1.391 -0.16 0.03 -0.30 0.112
H 1.485 2.447 -1.975 -0.11 -0.12 0.08 0.088
H 2.086 1.829 0.815 -0.13 0.19 -0.03 0.098
H 3.570 2.386 0.104 0.06 -0.10 0.08 0.094
H 2.085 0.286 -1.485 0.17 0.09 -0.23 0.082
H 3.839 0.447 -1.083 -0.18 -0.13 -0.52 0.119
H 1.841 -0.275 1.072 -0.09 -0.04 -0.08 0.102
H 3.570 -0.403 1.069 -0.04 0.16 0.03 0.109
H 3.160 -2.604 0.669 0.15 -0.09 -0.17 0.119
H 3.086 -2.077 -1.025 0.10 -0.08 0.03 0.116
H 0.550 -1.837 -0.706 0.07 0.04 -0.06 0.071
H 0.775 -2.513 0.918 -0.08 0.33 -0.01 0.104
H 0.957 -4.657 0.130 0.05 0.07 0.10 0.116
H 1.981 -4.186 -1.204 0.06 0.08 0.04 0.112
H -0.021 -3.427 -2.496 0.13 0.08 0.05 0.107
H -0.092 -5.100 -2.016 0.02 0.01 0.00 0.110
H -1.699 -2.779 -1.013 0.03 -0.01 0.34 0.078
H -1.457 -4.117 0.111 0.12 -0.04 0.02 0.097
H -2.300 -5.282 -2.390 0.11 0.10 -0.05 0.116
H -3.349 -3.892 -2.069 0.02 0.01 -0.05 0.118
H -2.209 -6.979 -1.027 0.05 0.05 0.00 0.091
H -2.103 -6.262 0.611 0.11 -0.13 -0.04 0.078
H -3.522 -7.206 0.123 -0.11 0.14 0.05 0.092
H -2.253 1.108 -5.392 -0.03 0.04 -0.01 0.091
H -3.370 1.904 -4.526 -0.15 -0.30 0.27 0.084
H -1.222 3.497 -5.249 0.36 -0.23 -0.36 0.128
H -1.370 -0.795 -2.981 -0.14 0.16 0.07 0.117
H 0.279 -0.399 -3.294 -0.05 0.02 -0.03 0.127
H 0.038 -0.119 -0.445 -0.07 0.03 0.23 0.104
H -1.477 -1.006 0.614 0.08 0.09 -0.14 0.117
H -2.792 -0.572 -0.454 -0.05 0.25 -0.07 0.126
H -3.163 -2.304 1.425 -0.11 -0.07 0.08 0.127
H -4.095 -1.600 2.749 -0.03 0.21 -0.03 0.142
H -1.061 -1.947 2.658 -0.03 0.20 -0.14 0.108
H -1.856 -0.861 3.792 -0.16 0.07 -0.06 0.138
H -1.721 -4.166 2.525 -0.09 0.01 -0.02 0.099
H -2.292 -4.858 4.048 -0.16 0.10 -0.07 0.122
H -0.190 -3.768 5.135 -0.03 -0.21 0.11 0.084
H 0.417 -3.621 3.490 0.11 -0.04 0.11 0.057
H 0.049 -5.230 4.117 0.05 -0.02 0.10 0.077
H -4.367 2.927 -0.459 0.05 0.05 0.07 0.092
H -4.171 1.510 0.496 0.26 -0.01 0.09 0.047
H -4.627 1.791 -2.410 0.18 -0.04 -0.14 0.064
H -5.043 0.497 -1.327 0.03 -0.03 0.01 0.092
H -3.450 0.519 -2.040 0.08 0.12 -0.15 0.047
H -3.626 4.602 -0.134 -0.19 0.17 0.14 0.022
F 5.076 1.721 1.769 0.04 -0.05 0.04 0.035
C 6.176 2.434 2.111 0.15 0.10 0.06 -0.282
C 7.412 1.824 2.051 0.01 -0.15 -0.06 -0.018
C 8.534 2.562 2.398 -0.05 0.08 0.02 -0.078
C 8.405 3.884 2.803 0.03 0.01 0.01 -0.090
C 7.149 4.473 2.857 0.06 -0.07 -0.02 -0.079
C 6.020 3.747 2.505 -0.14 0.06 0.00 -0.020
H 7.489 0.791 1.740 -0.02 0.01 0.00 0.117
H 9.512 2.102 2.353 0.00 -0.02 0.01 0.108
H 9.282 4.454 3.075 0.00 0.00 0.00 0.104
H 7.046 5.501 3.176 -0.01 0.01 -0.01 0.107
H 5.033 4.188 2.536 0.00 -0.03 0.02 0.116
```
Forces are in eV/Å.

Properties
HOMO: -10.9 eV
Net charge: +1
Total energy: -73785.109 eV
Gap between HOMO and LUMO: 0.274 Ha

[3]
Here is one molecule with the formula C3H6N2O2 at a distorted geometry from the Open Molecules 2025 dataset. Energies are from wB97M-V/def2-TZVPD.

XYZ file:
```
13
Properties=species:S:1:pos:R:3:forces:R:3:nbo_charge:R:1
H -0.307 0.148 -2.064 1.13 0.14 -0.44 0.422
N -0.428 0.033 -1.098 -1.11 -0.23 0.88 -0.838
C -0.044 0.006 0.078 -0.13 0.04 -0.16 0.737
N -1.029 -0.164 1.101 0.04 0.04 -0.45 -0.665
C -2.380 -0.261 0.747 0.01 -0.01 0.26 0.537
O -3.276 -0.399 1.549 0.61 0.06 -0.13 -0.574
O 1.237 0.123 0.567 -1.45 -0.08 0.14 -0.505
C 2.207 0.212 -0.453 0.38 0.14 -0.83 -0.258
H -0.839 -0.220 2.097 0.36 0.06 -0.38 0.422
H -2.542 -0.196 -0.340 0.12 -0.01 0.29 0.151
H 3.133 0.506 0.035 -0.01 -0.16 -0.06 0.203
H 1.958 0.956 -1.232 -0.05 -0.11 0.55 0.185
H 2.311 -0.744 -0.986 0.09 0.10 0.32 0.184
```
Forces are in eV/Å.

Properties
HOMO: -9.6 eV
SMILES: [H]/N=C(/NC=O)OC
Relative energy (zero: lowest compared OMol25 entry of this formula, charge and spin): 209.38 kJ/mol
Total energy: -10282.627 eV
Gap between HOMO and LUMO: 0.380 Ha